Molecular formula: C11H14N2O
Method: DFT, wB97M-V/def2-TZVPD

Each line ends with the Mulliken spin population.
Cartesian coordinates (Å):
C  -1.985  1.968  0.375  -0.002
C  -1.651  1.425  1.755  0.000
O  -0.784  0.694  2.147  0.002
N  -2.502  1.998  2.680  0.000
H  -1.479  2.868  0.005  0.001
H  -2.932  2.514  0.398  0.000
H  -2.193  1.642  3.578  0.000
H  -3.474  2.283  2.675  0.000
H  -1.857  1.181  -0.370  0.004
C  -1.572  -1.200  -2.328  0.027
C  -0.817  -1.873  0.084  0.229
C  1.181  -0.800  0.141  0.037
C  -0.598  -1.299  -1.225  0.267
C  0.646  -0.657  -1.204  -0.033
C  2.391  -0.293  0.521  0.026
C  3.151  0.240  -0.531  0.151
C  1.382  0.061  -2.150  0.188
C  2.696  0.397  -1.830  -0.066
N  0.255  -1.582  0.824  0.139
H  0.220  -1.339  1.813  -0.004
H  -1.610  -2.469  0.482  -0.001
H  2.749  -0.319  1.540  0.001
H  -2.425  -1.859  -2.104  -0.003
H  -1.164  -1.456  -3.290  0.010
H  4.136  0.654  -0.324  0.004
H  1.098  0.194  -3.183  0.002
H  3.356  0.987  -2.460  0.000
H  -2.042  -0.213  -2.320  0.020

Forces on the atoms, in the same order (eV/Å):
C 0.3 0.2 -0.5
C -2.7 2.9 -0.2
O 1.3 -1.1 -0.5
N 0.9 -1.0 1.5
H 1.3 -0.5 0.5
H -0.7 -1.2 0.0
H -0.5 0.3 0.3
H 0.4 0.0 -0.9
H -0.5 0.2 -0.1
C -1.4 -0.8 1.0
C 1.6 0.8 -0.6
C -0.5 -0.1 -2.3
C -0.3 0.2 0.0
C 0.6 0.0 1.6
C -0.3 -0.4 -0.2
C 0.6 0.7 0.5
C 1.3 -0.5 -0.9
C -0.5 0.8 0.5
N -0.2 0.7 1.4
H -0.4 -0.9 0.1
H -0.5 0.0 0.0
H 0.1 -0.1 0.0
H 0.3 0.0 -0.3
H 0.2 0.1 -0.4
H -0.1 -0.3 0.2
H -0.6 0.1 0.0
H -0.3 -0.4 -0.4
H 0.4 0.2 -0.3

## Properties
Spin multiplicity: 2
Expectation value of S²: 0.77
Total charge: +1
HOMO-LUMO gap (alpha / beta) (eV): 9.08 / 6.46
Maximum force (Eh/bohr): 0.0776
LUMO energy (alpha / beta) (eV): -3.598 / -6.617